Density functional theory data (wB97M-V/def2-TZVPD) for the molecule C3H4P2 at a distorted geometry.

The geometry in ORCA input format:
```
! wB97M-V def2-TZVPD RIJCOSX def2/J DEFGRID3
* xyz 0 1
C 0.11 0.46 -1.43
C 0.32 -0.34 1.36
C 0.07 -0.21 -0.04
P -1.11 -0.98 -1.04
P -1.55 0.23 0.87
H -0.21 1.44 -1.27
H 0.98 0.19 -1.99
H 0.61 -1.32 1.70
H 0.77 0.51 1.84
*
```

As for the structure (SMILES): C1P2#P3CC123. For the LUMO energy, the calculation gives 0.008 Ha.

Let us look at the natural (NBO) charges, expressed in e, one per atom: -0.608 -0.524 -0.467 0.530 0.174 0.223 0.221 0.226 0.224